(1)
137
Properties=species:S:1:pos:R:3:forces:R:3 method="wB97M-V/def2-TZVPD" homo_ev=-6.847 lumo_ha=-0.0151 gap_ev=6.436 fmax_ha_per_bohr=0.1377 total_charge=-1
Li -2.0366 -3.5081 -3.5367 -0.4 0.1 1.1
Li 0.7734 -5.5674 2.3991 0.5 0.5 -1.5
Li -1.2314 0.8505 1.6044 0.3 1.8 -0.5
Li 3.2594 -1.8882 -1.8380 -0.5 -0.4 0.6
Li -2.3797 -1.2828 1.8992 -0.9 -1.1 -0.5
C 1.1580 3.7174 5.8222 0.9 0.2 -0.9
C 1.8718 4.1527 4.4860 -0.5 -0.5 -1.2
C 3.3473 3.7450 4.3025 0.4 -0.8 0.8
N 4.0752 3.8870 2.9121 -1.0 -0.5 -0.3
C 3.5016 2.7870 1.9632 0.6 1.1 0.2
C 5.6141 3.8314 2.9448 -1.1 -0.4 0.0
C 6.0366 4.3521 1.5701 1.5 0.7 0.7
C 4.9788 5.3838 1.1655 -1.1 -1.1 -0.6
C 3.8764 5.2372 2.2378 0.5 0.2 0.2
H 1.8163 4.0822 6.6106 -0.5 -0.1 0.5
H 0.9281 2.6609 5.9601 0.9 -0.3 -0.4
H 0.1363 4.0939 5.8727 0.3 0.8 0.0
H 1.9046 5.2395 4.4101 -0.5 0.1 0.1
H 1.2942 3.7877 3.6368 -0.2 0.1 0.0
H 3.5080 2.7032 4.5798 -0.1 -0.2 -0.3
H 3.8226 4.2753 5.1277 1.0 0.4 -0.6
H 2.4191 2.9141 1.9601 0.1 -0.2 0.0
H 3.8538 1.7934 2.2407 -0.1 0.2 0.4
H 3.9019 2.9850 0.9689 -0.1 0.0 0.0
H 5.9372 2.8135 3.1630 -0.1 0.1 0.1
H 5.8712 4.5116 3.7568 0.2 -0.1 0.0
H 6.3747 3.5810 0.8779 -1.0 -0.2 -0.2
H 6.9607 4.9136 1.7079 0.2 0.0 0.3
H 4.5215 5.1493 0.2043 0.2 -0.1 -0.1
H 5.3595 6.4012 1.0751 -0.1 -0.1 0.3
H 2.8761 5.3060 1.8103 -0.1 0.1 0.4
H 4.1218 5.9539 3.0216 -0.7 0.2 0.1
C -2.0295 5.1589 2.4537 2.2 -1.4 -0.5
F -1.3171 6.1152 3.0992 -1.2 -0.4 -0.4
F -2.3438 4.1791 3.3175 0.3 1.0 -0.2
F -3.0982 5.5520 1.8464 -1.1 1.2 0.3
S -0.9216 4.4016 1.0908 -0.1 -0.4 -0.9
O 0.4697 4.5341 1.4962 -0.8 0.0 0.0
O -1.4580 3.0133 1.0728 0.6 2.0 -0.3
N -1.2412 5.5201 -0.2429 0.2 -1.4 4.6
S -0.9524 4.7786 -1.5537 0.9 -1.1 -5.3
O -0.2841 5.5860 -2.5997 -1.8 -0.6 2.2
O -0.3642 3.4562 -1.4198 -0.9 0.7 0.3
C -2.8202 4.5597 -2.2290 0.4 -0.8 -0.2
F -3.6191 3.8306 -1.3763 1.0 0.9 -0.5
F -3.4122 5.7477 -2.4405 0.4 -0.4 0.4
F -2.8252 3.9006 -3.4017 0.2 0.3 0.6
C 2.3424 1.2398 -3.5056 1.2 -0.3 1.0
F 1.4265 2.1914 -3.6348 1.1 -1.3 -0.1
F 1.8580 -0.0078 -3.6500 0.0 1.0 -0.1
F 3.3843 1.3919 -4.3752 -1.5 0.1 0.9
S 3.0871 1.3555 -1.6735 -3.0 3.0 -0.9
O 3.7575 2.6856 -1.7231 -0.2 -3.3 0.2
O 1.9419 1.3464 -0.7631 2.0 -1.0 -0.8
N 4.0228 -0.1443 -1.5910 -3.1 2.2 0.2
S 5.4021 0.4166 -1.2618 6.9 0.7 1.6
O 6.0848 0.9573 -2.4106 -0.2 -0.2 0.1
O 5.6145 1.2054 -0.0191 -1.1 -1.6 -1.4
C 6.4195 -1.2564 -0.9052 -3.4 1.2 0.0
F 6.1003 -2.1257 -1.9082 0.2 0.1 0.9
F 7.7065 -1.1055 -0.8850 0.4 0.0 0.4
F 5.9173 -1.7026 0.3075 1.2 -0.1 -1.5
C -4.6087 -2.8599 -6.4356 1.2 1.4 -0.2
F -4.0390 -4.0289 -6.4607 1.5 -1.8 1.0
F -4.3322 -2.3342 -7.6126 0.1 1.1 -0.7
F -5.8749 -3.0766 -6.3625 -2.3 0.2 0.5
S -4.0562 -1.7094 -4.9734 -1.2 0.2 -0.2
O -4.3277 -0.3111 -5.3182 0.7 -2.4 0.3
O -4.8334 -2.2655 -3.8990 0.9 -0.1 -0.2
N -2.4054 -2.1288 -4.8169 -3.3 -0.2 -0.5
S -1.6358 -0.9426 -5.5006 2.0 1.5 -0.8
O -2.1194 -0.5814 -6.8135 1.0 -0.6 0.7
O -1.3862 0.0678 -4.5156 0.6 0.2 -0.7
C 0.0715 -1.8191 -5.7088 -0.3 0.6 -2.5
F 1.0236 -0.9176 -6.1265 -1.1 -1.0 1.2
F 0.3921 -2.4009 -4.5580 0.5 0.0 -0.3
F 0.0610 -2.7627 -6.7337 -0.2 0.8 1.8
C 5.3029 -5.2466 0.1595 -0.7 -0.1 0.5
F 5.8906 -5.1439 1.3490 -0.5 0.3 0.3
F 6.0109 -4.5460 -0.6906 -0.1 0.3 -0.5
F 5.3138 -6.5157 -0.1783 0.0 -0.8 -0.3
S 3.4568 -4.6628 0.1679 3.1 1.4 -3.1
O 2.9354 -4.8712 1.4711 -0.6 -1.5 1.5
O 3.5293 -3.2523 -0.1552 0.2 0.0 -0.4
N 2.9998 -5.4980 -1.2746 1.3 1.1 3.6
S 1.4560 -5.4310 -1.1593 -4.7 -0.2 -2.4
O 0.9090 -5.7745 0.1617 0.1 -0.3 -0.4
O 0.8056 -4.2687 -1.7963 1.4 -2.1 0.8
C 0.9515 -6.9577 -2.3180 0.1 1.7 -0.6
F -0.3790 -6.8971 -2.4279 0.4 -0.2 0.1
F 1.4774 -6.8160 -3.5743 -0.3 0.0 1.4
F 1.3125 -8.1299 -1.8443 0.1 0.0 0.3
C 1.6064 -0.6188 1.7355 -0.1 -0.9 -2.4
F 2.8547 -0.5208 1.2952 -0.3 -0.3 0.3
F 1.5681 -1.2356 2.8826 0.2 -0.2 0.8
F 1.0835 0.5730 1.8116 -0.5 1.1 0.6
S 0.5596 -1.6642 0.4580 0.3 -2.6 4.0
O 1.3704 -1.7478 -0.7140 -0.5 0.6 0.0
O 0.3668 -2.9550 1.1944 -0.2 2.6 -1.1
N -1.0247 -0.7862 0.4553 3.4 -2.5 0.6
S -1.1751 -0.8249 -1.1292 -2.1 3.4 -5.2
O -0.2269 0.0842 -1.7596 -1.5 -1.1 1.0
O -1.3321 -2.1242 -1.7555 0.0 0.2 1.1
C -2.9421 0.0329 -1.2476 2.6 1.0 -0.6
F -3.8402 -0.8257 -0.9369 -1.2 -0.7 0.4
F -2.9847 1.1057 -0.4023 0.0 -0.8 -0.1
F -3.0524 0.4801 -2.4869 -0.3 -0.3 0.7
C -5.3618 -6.0867 -3.1350 1.0 1.5 1.8
F -5.7354 -5.3298 -4.1355 -0.6 -0.2 -0.6
F -6.3165 -6.8954 -2.7093 0.1 -0.1 -0.5
F -4.2581 -6.7544 -3.4805 -0.2 -0.7 -0.3
S -4.7578 -4.9835 -1.7129 -1.9 1.4 0.3
O -4.4474 -5.8492 -0.6118 -0.4 -0.6 -0.4
O -3.6237 -4.2464 -2.2069 0.5 0.1 -1.1
N -6.1713 -3.9644 -1.5025 2.8 -1.6 -0.1
S -6.0364 -3.6328 0.0510 1.3 1.8 0.9
O -6.6455 -4.6154 0.8689 -1.2 -0.5 1.1
O -4.6623 -3.2695 0.4728 -1.7 0.4 -0.6
C -7.1454 -1.9670 0.2242 -1.0 -2.1 -0.3
F -7.3902 -1.6876 1.5638 1.1 0.2 -2.1
F -6.6221 -1.0244 -0.5265 0.9 0.9 1.1
F -8.3695 -2.1323 -0.3273 0.1 -0.6 0.5
C -5.2042 1.5732 2.7285 0.5 0.5 0.5
F -5.5637 1.3252 1.4893 0.9 0.3 0.0
F -4.3948 2.6511 2.8821 -1.1 -1.1 -0.7
F -6.3195 1.7426 3.4153 0.3 0.0 0.5
S -4.2571 0.0620 3.4456 0.2 -3.1 -1.6
O -4.5627 -0.0751 4.8515 0.5 0.6 -1.6
O -4.5740 -1.0754 2.5444 0.8 2.0 1.3
N -2.5179 0.2503 3.0272 -2.6 1.3 3.1
S -1.8432 1.1228 4.2561 0.6 3.1 -0.2
O -0.7145 1.8483 3.6620 -0.4 -1.6 0.3
O -2.7287 1.9853 5.0482 1.2 -2.3 -1.1
C -1.0678 -0.1828 5.3772 -1.3 3.1 -0.1
F -1.9916 -0.9615 5.7907 -1.7 -1.7 1.1
F -0.1798 -0.8720 4.7618 1.9 -0.9 -0.9
F -0.5715 0.5101 6.4011 0.6 -0.2 0.2

=====

(2)
9
Properties=species:S:1:pos:R:3:forces:R:3 method="wB97M-V/def2-TZVPD" relative_energy_kcal_mol=53.0 homo_ev="-19.514 / -17.667" lumo_ha="-0.4022 / -0.4457" gap_ev="8.569 / 5.538" fmax_ha_per_bohr=0.1938 total_charge=+2
O -2.5752 1.9498 0.0708 -0.6 -5.4 -0.4
C -2.5282 0.7707 0.0060 0.9 8.0 0.9
C -2.0894 -0.4934 -0.0268 0.3 -3.8 -0.8
O -0.8158 -0.8681 0.0984 -9.9 -0.8 -1.2
H 3.3231 0.8838 -0.1100 0.5 0.5 -0.3
H -2.8514 -1.2372 -0.2916 0.3 -0.1 0.2
Bi 0.9824 -0.3762 0.2868 1.8 0.8 2.8
O 2.9213 0.0112 -0.0182 5.8 1.1 -1.2
H 3.6332 -0.6406 -0.0154 0.7 -0.3 -0.1

=====

(3)
44
Properties=species:S:1:pos:R:3:forces:R:3 method="wB97M-V/def2-TZVPD" homo_ev="0.833 / 3.049" lumo_ha="0.1793 / 0.1762" gap_ev="4.044 / 1.745" fmax_ha_per_bohr=0.0798 total_charge=-2
C -0.1848 -1.3116 -3.3253 -0.9 -0.9 -1.9
I -2.1627 -2.8969 0.2439 -0.6 -1.5 0.4
H -0.3724 -0.4039 -3.9107 -0.1 -0.1 -0.6
H -0.9651 -2.0387 -3.6443 0.1 0.1 -0.1
H 0.8004 -1.7930 -3.6017 -1.2 0.6 0.0
C 3.6174 0.6917 0.0879 0.4 1.2 -0.7
C 3.2526 1.3198 -1.0553 0.0 -0.5 0.2
N 2.3413 0.5064 -1.6714 -0.4 1.6 -1.0
C 1.9548 -0.5033 -0.8491 -0.3 -3.5 -1.0
N 2.8808 -0.4598 0.1842 1.1 -0.3 1.2
H 4.4044 0.9807 0.7581 -0.1 -0.1 0.4
H 3.5380 2.2224 -1.5499 0.4 0.3 0.2
C -3.3917 -0.5815 2.1716 -1.3 0.5 -0.3
C -1.9238 0.9035 1.3535 3.4 0.1 -2.3
N -2.0915 -0.1215 2.2426 -0.2 -1.2 3.0
H -5.0042 0.0445 0.7012 0.6 -0.3 0.5
N -3.0378 0.8647 0.5614 -1.6 0.8 -2.2
H -3.7317 -1.4164 2.7585 -0.1 0.2 0.1
Y -0.9742 -0.8100 -1.1706 1.0 1.7 -0.4
C 1.1200 -1.6456 -1.4284 0.0 2.1 3.4
O 1.3403 -2.8549 -1.3186 1.2 -1.0 0.2
C -4.0092 0.0772 1.1588 -0.2 -0.8 0.4
C -3.3714 1.6207 -0.6518 -0.6 -0.1 0.7
H -2.6505 2.3873 -0.9202 0.3 -0.2 0.3
H -4.3452 2.1101 -0.4737 0.2 0.0 -0.2
H -3.5320 0.9543 -1.5316 0.3 0.1 0.4
C -1.0401 -0.9073 2.8885 -0.9 -0.1 -0.3
H -1.5157 -1.8083 3.2862 0.0 0.2 0.0
H -0.5720 -0.3706 3.7153 0.1 0.1 0.0
H -0.2774 -1.2601 2.1780 -0.2 0.3 -0.1
C 3.0175 -1.2741 1.3657 0.1 0.0 0.2
H 4.0950 -1.3785 1.6134 -0.5 0.0 -0.2
H 2.6106 -2.2648 1.2056 -0.2 -0.1 -0.1
H 2.5417 -0.8090 2.2501 -0.1 -0.1 -0.3
C 1.7745 0.8006 -2.9624 0.2 -0.1 -0.3
H 1.3340 -0.0887 -3.4004 0.2 0.3 0.4
H 2.5605 1.0642 -3.6758 0.2 0.5 0.2
H 1.0067 1.5775 -2.8997 0.0 0.0 0.0
C 0.3081 1.5564 2.0012 0.8 -0.1 0.1
C -0.6421 1.2797 0.9189 -3.0 -0.6 0.8
O -0.3637 1.2572 -0.3784 0.2 0.6 -1.5
H 0.6504 0.6055 2.3959 0.7 0.0 0.4
H -0.1369 2.1154 2.8310 0.2 0.1 -0.2
H 1.1471 2.0587 1.5477 0.5 0.4 0.2

=====

(4)
14
Properties=species:S:1:pos:R:3:forces:R:3 method="wB97M-V/def2-TZVPD" relative_energy_kcal_mol=66.9 homo_ev=-14.015 lumo_ha=-0.1289 gap_ev=10.507 fmax_ha_per_bohr=0.0985 total_charge=+1
C 1.0348 -0.8055 -0.1015 0.0 0.6 2.8
N 2.3251 -0.7791 -0.1856 1.9 0.1 -0.2
N 0.6248 1.1420 -1.4336 2.3 1.0 -1.4
N 0.2802 0.0753 -0.6818 -4.9 -1.0 1.0
N -2.6333 -0.0460 1.2282 1.5 -0.8 1.6
H 0.5864 -1.3757 0.7810 0.3 0.3 -2.0
H -0.7507 -0.0712 -0.3932 1.5 0.5 -0.8
H 2.9773 -1.2086 0.4563 -0.6 -0.6 0.1
H 2.7658 -0.0126 -0.6616 -0.1 0.3 -0.6
H 0.1667 2.0337 -1.4023 -0.8 -0.1 1.4
H 0.8044 1.0391 -2.4176 0.0 -1.2 -0.3
H -2.4441 -0.8253 1.9310 -0.1 1.4 -1.2
H -2.0845 0.7958 1.5761 -1.7 -1.3 -0.3
H -3.6529 0.0381 1.3045 0.6 0.7 -0.2

=====

(5)
45
Properties=species:S:1:pos:R:3:forces:R:3 method="wB97M-V/def2-TZVPD" relative_energy_kcal_mol=0.0 homo_ev=-7.553 lumo_ha=-0.0498 smiles=CN(C)c1ccc(Cc2cn(C)c3ccccc23)cc1.BC#N gap_ev=6.197 fmax_ha_per_bohr=0.1257 total_charge=0
C -6.0112 0.0479 0.0728 0.4 -0.1 -0.1
N -4.9681 -0.9552 -0.0303 -0.3 -0.2 0.0
C -5.2570 -2.3465 0.2930 0.7 0.4 0.0
C -3.6322 -0.5279 -0.2043 0.6 0.1 -0.4
C -2.6519 -0.5870 0.8075 -0.9 0.0 -0.7
C -1.3312 -0.1931 0.5614 -0.5 -0.2 0.1
C -0.9133 0.1248 -0.7378 0.4 0.1 0.1
C 0.6020 0.3467 -1.0610 -1.0 0.4 -0.9
C 1.7277 -0.4433 -0.4597 -0.6 -1.3 1.0
C 1.6871 -1.5208 0.4357 0.3 1.7 -1.0
N 2.9687 -1.8129 0.8335 0.7 0.0 -0.4
C 3.2417 -2.9560 1.6794 -0.1 -0.5 -0.2
C 3.8685 -0.9777 0.1623 -0.7 -0.2 0.2
C 5.2529 -0.9564 0.1876 0.2 0.3 -0.4
C 5.8957 0.0350 -0.5657 -0.2 -0.5 0.4
C 5.1712 1.0537 -1.2075 -0.7 0.0 0.0
C 3.7685 1.0527 -1.2012 0.5 -0.3 0.0
C 3.1269 -0.0498 -0.6151 -1.0 -0.5 0.9
C -1.9327 0.2838 -1.7265 0.1 0.3 0.2
C -3.2742 -0.0017 -1.4633 0.2 -0.3 0.8
H -5.5577 1.0271 -0.1272 -0.2 -0.2 0.2
H -6.7930 -0.1037 -0.6823 -0.1 -0.1 0.2
H -6.4423 0.0479 1.0852 -0.2 0.1 -0.2
H -4.3130 -2.8753 0.1205 -0.3 -0.2 0.1
H -5.5438 -2.4970 1.3444 -0.1 0.0 -0.1
H -6.0281 -2.8052 -0.3494 0.1 0.4 0.1
H -3.0006 -0.9634 1.7685 0.4 0.3 0.0
H -0.6924 -0.0917 1.4443 0.2 -0.3 -0.6
H 0.6453 0.3621 -2.1738 0.3 -0.1 0.6
H 0.9216 1.3321 -0.7582 -0.5 0.9 -0.1
H 0.8642 -2.0500 0.9215 0.2 0.3 -0.5
H 4.3124 -3.1699 1.7642 -0.2 0.4 0.2
H 2.7418 -2.8384 2.6554 0.5 0.0 -0.2
H 2.8234 -3.8607 1.2198 0.0 0.1 0.0
H 5.7652 -1.7152 0.7649 0.4 0.1 -0.1
H 6.9801 0.0160 -0.6435 -0.2 0.1 0.1
H 5.7011 1.8420 -1.7353 0.0 -0.1 0.2
H 3.1758 1.8829 -1.6047 0.4 -0.4 -0.1
H -1.7364 0.7354 -2.7064 0.4 -0.5 0.3
H -4.1061 0.1078 -2.1797 0.8 0.0 0.1
B 1.1632 5.2188 0.9482 1.2 -1.5 0.7
C -0.3003 5.2903 0.6330 -6.2 1.2 -1.6
N -1.4720 5.4319 0.3735 5.6 -0.8 1.3
H 1.4992 4.6743 1.9755 -0.3 0.6 -0.2
H 2.0531 5.3856 0.1809 -0.4 0.5 -0.2

=====

(6)
25
Properties=species:S:1:pos:R:3:forces:R:3 method="wB97M-V/def2-TZVPD" relative_energy_kcal_mol=172.4 homo_ev="-13.523 / -13.747" lumo_ha="-0.2576 / -0.2438" gap_ev="6.514 / 7.114" fmax_ha_per_bohr=0.0987 total_charge=+1
C -2.4316 1.0764 0.4166 0.7 1.7 0.4
C -1.2234 -0.6646 -0.2631 -0.1 1.5 0.8
C -2.5755 -0.2125 -0.0594 1.1 -2.3 -0.5
C -3.6495 -1.1668 -0.2703 -1.8 0.5 1.3
C 1.4817 -0.0403 -1.4258 -0.5 -4.3 2.7
C 1.4881 1.7617 0.4899 3.4 -2.0 -3.1
C 1.8784 -0.7430 1.1555 -1.1 2.5 -3.1
C 1.1332 0.2190 0.0605 -1.1 -0.7 -0.1
N -1.6044 1.8727 0.6524 -1.7 0.2 0.3
N -0.2807 0.0039 0.2551 2.5 0.5 0.3
O 1.0267 2.5662 -0.5084 -0.3 0.6 -0.2
O 1.8860 -1.9866 0.6227 0.4 -1.2 0.3
H -0.9563 -1.5033 -0.8034 0.2 -2.0 -1.1
H -3.7994 -1.9107 0.5252 0.3 0.6 1.0
H -3.5681 -1.9480 -0.9841 0.5 0.2 -1.8
H -4.5830 -0.6204 -0.2979 -0.4 -0.3 -0.5
H 2.5132 -0.2193 -1.4494 1.7 -0.6 -0.1
H 1.3510 0.7538 -1.9947 -1.2 3.8 -2.5
H 0.9704 -0.9541 -1.8796 0.6 1.2 0.8
H 2.6592 1.8815 0.3347 -2.1 -0.8 1.3
H 1.0541 1.8907 1.4296 -0.3 0.6 1.7
H 1.3318 -0.5550 2.0033 -1.5 -0.4 2.4
H 2.7811 -0.2178 1.2853 1.8 0.0 0.0
H 0.3635 3.0817 -0.0834 -1.3 1.0 -0.1
H 2.7535 -2.3654 0.7886 0.0 -0.4 -0.2